No. 1
Computed, not measured: a molecular structure, C32H25Cl2N6NaO4S, with ωB97M-V/def2-TZVPD.

Each line ends with the Löwdin charge.
Positions of all 71 atoms, in Å:
Na -0.59064 -0.01366 -0.12708  0.263
C 0.52705 3.15379 2.12055  -0.084
O 1.07186 1.88363 1.83654  -0.078
C 0.94306 0.92503 2.78936  -0.238
C 0.58118 1.17420 4.10615  -0.034
C 0.48280 0.11797 5.00801  -0.109
C 0.73701 -1.18087 4.60284  -0.101
C 1.10177 -1.42965 3.28530  -0.023
C 1.21914 -0.38775 2.37934  -0.175
N 1.47043 -0.60828 0.99939  0.064
N 2.36910 -1.45694 0.79552  0.092
C 2.65940 -1.85109 -0.49745  -0.135
C 1.92452 -1.47421 -1.66898  -0.347
O 0.93567 -0.69847 -1.70974  -0.081
C 2.38780 -2.06024 -2.92425  -0.014
C 3.45161 -2.88248 -3.00645  -0.051
C 4.20163 -3.24894 -1.84519  -0.192
C 5.31471 -4.10355 -1.93531  -0.074
C 6.03001 -4.46371 -0.82088  -0.133
C 5.62689 -3.96241 0.42920  -0.117
C 4.54579 -3.12648 0.54300  -0.037
C 3.79029 -2.73503 -0.59237  -0.108
H 1.11880 3.68172 2.87813  0.086
H -0.50985 3.06454 2.44997  0.081
H 0.56333 3.70938 1.18616  0.097
H 0.35566 2.18067 4.42997  0.097
H 0.17712 0.32072 6.02803  0.089
H 0.61158 -2.00744 5.29034  0.094
H 1.23566 -2.44074 2.92307  0.098
H 1.80939 -1.79222 -3.80102  0.085
H 3.75584 -3.29353 -3.96541  0.101
H 5.59703 -4.47957 -2.91413  0.097
H 6.88465 -5.12493 -0.90053  0.080
H 6.17633 -4.24356 1.32103  0.087
H 4.24175 -2.75038 1.50891  0.095
O -4.92922 3.83480 0.08827  0.011
C -4.78900 3.47617 1.37243  -0.292
C -5.69198 3.99313 2.30624  -0.042
C -5.59277 3.65621 3.64395  -0.121
C -4.59222 2.79515 4.08315  -0.114
C -3.69578 2.28284 3.15922  -0.030
C -3.76972 2.60844 1.80859  -0.067
C -2.73028 2.01972 0.88951  -0.447
O -1.83400 1.30843 1.36311  -0.019
N -2.90564 2.36486 -0.40111  0.012
N -1.88551 1.94892 -1.20077  0.034
C -2.04908 2.09045 -2.45535  -0.115
C -0.95903 1.70859 -3.37424  -0.284
C -1.25879 1.06244 -4.57514  -0.063
C -0.22016 0.62692 -5.37816  -0.086
C 1.08249 0.86269 -4.96725  -0.089
C 1.27876 1.53749 -3.77161  -0.152
N 0.29414 1.97281 -2.99683  0.130
H -4.18293 3.34096 -0.40130  0.057
H -6.46734 4.65979 1.94873  0.102
H -6.30569 4.06720 4.35074  0.087
H -4.51756 2.52373 5.12861  0.086
H -2.90478 1.60335 3.45380  0.114
H -2.99487 2.44703 -2.87046  0.117
H -2.28994 0.86231 -4.83515  0.091
H -0.42548 0.08913 -6.29586  0.100
H 1.92957 0.51786 -5.54579  0.095
H 2.28412 1.72927 -3.41139  0.108
S -1.38511 -4.45347 2.17772  0.308
C -1.41541 -3.17497 1.12432  -1.000
N -1.43416 -2.27247 0.38426  0.031
Cl -1.07892 -3.12533 -4.20082  0.482
C -1.60292 -2.05800 -2.87359  -0.999
Cl -3.26446 -1.48662 -3.13463  0.504
H -0.92030 -1.21441 -2.86094  -0.013
H -1.57439 -2.60092 -1.93424  -0.008

Summary:
HOMO   -2.143 eV
Net charge   -2
Orbital gap   5.93 eV

=====

No. 2
Computed, not measured: a molecular structure, C32H25Cl5F6IN7O3Re in a non-equilibrium geometry, with ωB97M-V/def2-TZVPD.

Each line ends with the Löwdin spin population.
Positions of all 80 atoms, in Å:
Re 2.72120 -1.44688 -0.96913  2.496
Cl 0.11234 -3.58137 -0.37595  0.018
C 1.22622 -3.40021 0.94104  0.029
C 2.35638 -2.57484 0.80252  -0.010
C 3.18430 -2.51629 1.94466  0.037
Cl 4.55794 -1.48194 1.97579  0.015
C 2.92014 -3.24266 3.10586  -0.008
Cl 3.96184 -3.12526 4.45781  -0.005
C 1.80034 -4.06668 3.17758  0.034
Cl 1.47684 -4.97282 4.58522  0.013
C 0.94237 -4.14272 2.08189  -0.008
Cl -0.43954 -5.15909 2.15609  -0.005
F -4.24113 -0.93870 -0.29337  0.000
C -3.37741 0.03054 0.06556  0.000
C -2.05343 -0.17174 -0.18693  0.000
C -1.09470 0.79332 0.13423  0.000
C 0.30653 0.51430 -0.14375  0.003
O 0.61474 -0.51438 -0.81500  0.023
C 1.21159 1.46756 0.38005  0.005
C 0.73063 2.62444 0.92671  0.001
N -0.56567 2.94820 1.07704  0.003
C -0.81031 4.31412 1.53038  0.000
C -1.82210 4.74436 2.55009  0.000
C -1.97232 5.16135 1.11117  0.000
C -1.51817 1.99511 0.73632  0.000
C -2.88339 2.16062 0.99726  0.000
C -3.84454 1.21273 0.67071  0.000
N -5.18838 1.44694 0.99152  0.000
C -6.19015 0.38184 0.90831  0.000
C -7.50060 0.87028 1.53816  0.000
N -7.17253 1.84249 2.62545  0.000
C -6.60169 3.11219 2.05772  0.000
C -5.78154 2.76139 0.81018  0.000
C 2.72506 1.35073 0.35060  0.017
O 3.38869 2.30150 0.68187  0.028
O 3.21064 0.19430 0.01015  0.128
H -1.73657 -1.10183 -0.63895  0.000
H 1.47014 3.34635 1.24818  0.000
H 0.13178 4.83505 1.58696  0.000
H -1.49235 5.48880 3.26129  0.000
H -2.48911 4.01866 2.99147  0.000
H -1.75248 6.18732 0.85190  0.000
H -2.74727 4.72906 0.49489  0.000
H -3.21904 3.04337 1.50996  0.000
H -5.82414 -0.48641 1.45429  0.000
H -6.40247 0.06642 -0.11640  0.000
H -8.05606 0.03177 1.95097  0.000
H -8.13720 1.38377 0.82093  0.000
H -6.47688 1.40969 3.23532  0.000
H -7.99203 2.04829 3.19686  0.000
H -5.99018 3.57954 2.82662  0.000
H -7.41936 3.78408 1.80289  0.000
H -5.02546 3.52336 0.65114  0.000
H -6.42370 2.76857 -0.07828  0.000
N 2.85709 -3.10813 -3.60298  0.005
N 2.18913 -3.16604 -2.33556  0.011
H 2.65382 -3.94643 -4.13600  0.000
H 3.85526 -3.08509 -3.43031  0.000
H 2.35769 -4.05117 -1.85858  0.005
H 1.19324 -3.14724 -2.52280  0.004
I 3.67218 1.32150 -6.67027  0.001
C 2.83291 0.56498 -4.93247  0.004
C 1.49955 0.30337 -4.69868  0.012
N 1.41390 -0.19802 -3.45715  0.004
N 2.62312 -0.27842 -2.87402  0.016
C 3.49630 0.18597 -3.76095  0.015
H 0.64106 0.44781 -5.33237  0.001
H 0.59218 -0.44369 -2.92810  0.000
H 4.54689 0.25511 -3.53679  0.001
F 5.53239 -0.11960 -1.60459  0.012
C 5.75250 -1.42992 -1.41645  0.034
C 4.66807 -2.26519 -1.15751  -0.007
C 4.99293 -3.60716 -0.97416  0.030
F 4.01368 -4.50754 -0.73717  0.009
C 6.28350 -4.09547 -1.02176  -0.006
F 6.51859 -5.38743 -0.84394  -0.005
C 7.33102 -3.21922 -1.26942  0.037
F 8.56972 -3.66290 -1.31276  0.013
C 7.05935 -1.87549 -1.48258  -0.007
F 8.04612 -1.03320 -1.75049  -0.005

Summary:
<S²>   3.782
HOMO (alpha / beta)   -12.556 / -12.711 eV
Net charge   +2
Multiplicity   4
Orbital gap (alpha / beta)   7.29 / 6.98 eV

=====

No. 3
Computed, not measured: a molecular structure, C32H25F9IrN2O6S4, with ωB97M-V/def2-TZVPD.

Each line ends with the Löwdin charge.
Positions of all 79 atoms, in Å:
Ir -0.52549 0.47846 -0.26043  1.428
C 6.37225 3.52638 2.28942  -0.055
C 5.10166 3.43943 1.48788  -0.279
C 3.90494 3.93898 2.00125  -0.042
C 2.73406 3.86765 1.27090  -0.068
C 2.74346 3.28773 0.00978  -0.275
C 3.92245 2.80095 -0.52324  -0.055
C 5.09385 2.87618 0.21928  -0.043
S 1.22994 3.25210 -0.92127  0.608
O 0.83646 4.63263 -1.06771  -0.297
O 1.57041 2.52839 -2.14042  -0.349
N 0.17088 2.44720 -0.05511  -0.327
C -1.03095 3.17915 0.36611  -0.185
C -2.24925 2.70852 -0.42859  -0.631
O -3.25995 3.38208 -0.49777  0.049
O -2.11204 1.53445 -0.98631  -0.183
H 6.18326 3.33759 3.34669  0.076
H 6.81836 4.52041 2.20677  0.079
H 7.10767 2.80170 1.94050  0.072
H 3.89108 4.37588 2.99348  0.114
H 1.80567 4.24571 1.67997  0.120
H 3.91917 2.37413 -1.51608  0.103
H 6.01484 2.48157 -0.19474  0.110
H -0.93233 4.25457 0.24469  0.106
H -1.22654 2.97351 1.42524  0.114
O -1.42823 -1.35250 -0.44660  -0.362
C -2.79958 -1.61352 -0.38881  -0.586
C -2.90596 -3.13377 -0.48990  -0.510
C -3.98446 -3.91742 -0.77193  -0.138
C -3.67886 -5.30434 -0.72566  -0.191
C -2.37192 -5.53034 -0.41122  -0.418
S -1.50839 -4.07308 -0.16834  1.087
C -3.57303 -1.03149 -1.56753  -0.443
C -4.81302 -0.47955 -1.62602  -0.111
C -5.20930 -0.12522 -2.94949  -0.172
C -4.26593 -0.42875 -3.87559  -0.400
S -2.88870 -1.14378 -3.14495  1.080
C -3.45951 -1.15329 0.91163  -0.445
C -3.78310 0.11735 1.29230  -0.135
C -4.30130 0.18714 2.61329  -0.174
C -4.37993 -1.03697 3.20590  -0.418
S -3.83639 -2.27437 2.16255  1.070
H -4.95759 -3.50911 -1.00870  0.118
H -4.39416 -6.09005 -0.92541  0.092
H -1.87321 -6.48245 -0.31999  0.055
H -5.42013 -0.30844 -0.75017  0.116
H -6.14975 0.35034 -3.18886  0.098
H -4.29155 -0.25272 -4.93862  0.059
H -3.67323 0.97017 0.63903  0.098
H -4.60783 1.10773 3.08981  0.100
H -4.74116 -1.27438 4.19380  0.056
F 3.19115 -2.11744 1.71747  0.167
C 1.89404 -2.11593 2.05863  -0.544
F 1.28853 -3.05669 1.34503  0.161
F 1.82035 -2.48019 3.35583  0.151
C 1.26320 -0.71173 1.79388  -0.312
O 1.08937 -0.58050 0.46731  -0.196
C -0.07343 -0.61800 2.58658  -0.509
F 0.06050 -0.29854 3.87344  0.184
F -0.84717 0.39389 2.03637  0.055
F -0.78138 -1.72846 2.50701  0.175
C 2.23249 0.38239 2.35795  -0.535
F 2.77391 0.04837 3.54746  0.152
F 1.58124 1.54192 2.53724  0.154
F 3.23337 0.59949 1.51235  0.181
N 0.04486 0.24019 -2.17754  0.000
C 1.00085 -0.83384 -2.37281  -0.262
C 2.35450 -0.54107 -2.31745  -0.022
C 3.27867 -1.56396 -2.45019  -0.075
C 2.85421 -2.87266 -2.63419  -0.094
C 1.49701 -3.15255 -2.68768  -0.075
C 0.56429 -2.13474 -2.55592  -0.042
H -0.81196 0.06448 -2.70301  0.045
H 0.45954 1.13361 -2.47282  0.074
H 2.66862 0.47837 -2.14747  0.090
H 4.33584 -1.33699 -2.39252  0.101
H 3.57888 -3.67208 -2.72429  0.095
H 1.15245 -4.17125 -2.81305  0.102
H -0.49156 -2.35868 -2.54837  0.061

Summary:
HOMO   -5.258 eV
Net charge   -1
Orbital gap   7.65 eV

=====

In the order shown, the computed total energy values come out to -91020.6957, -139294.9164, -119496.4928 eV.